ORCA calculation (ωB97M-V/def2-TZVPD) on 2 unconnected molecules or ions with the total composition C4H5IN4.

## Properties
LUMO level, eV: -1.20
F_max, eV/Å: 5.036
SMILES: [H]/N=N/C=C=C=N.[H]/N=C/I
Energy relative to the best compared isomer or geometry (same formula, charge and spin), kcal/mol: 100.1
E_tot, a.u.: -671.92338
Molecular weight, Da: 236.016

The geometry in XYZ format:
```
14
Properties=species:S:1:pos:R:3:forces:R:3:nbo_charge:R:1
C 1.22603 0.96574 1.32641 0.259 1.299 0.890 0.340
C 1.12710 -0.16863 -0.93584 0.890 2.447 1.426 -0.002
C 1.15851 0.68214 0.11808 0.066 -2.289 -4.486 -0.262
C -1.96278 0.35015 -0.39871 1.164 -1.026 0.411 -0.057
N 1.34932 1.65661 2.31705 -0.784 0.038 2.061 -0.587
N 0.22829 -2.08591 -0.13522 -1.110 2.543 0.110 -0.285
N 1.11584 -1.48248 -0.72854 0.117 -2.960 0.519 -0.111
N -1.46576 0.93193 -1.35672 2.210 2.488 -2.117 -0.638
I -3.88156 -0.38385 -0.62143 -0.611 -0.215 0.349 0.119
H 1.42090 0.06142 -1.93733 0.057 0.609 -0.519 0.228
H -1.30943 -0.01713 0.38847 -0.701 -0.082 0.808 0.183
H 0.55244 -2.96947 0.12509 0.776 -2.268 0.025 0.327
H -0.41143 1.24096 -1.26488 -2.977 -0.828 0.265 0.374
H 0.85254 1.21853 3.10356 0.644 0.243 0.258 0.371
```
Positions in Å, forces in eV/Å.